DFT (ωB97M-V with the def2-TZVPD basis set) results for C16H26GaN2O6PS as an isolated structure.

* E_LUMO: 4.35 eV
* gap between HOMO and LUMO: 0.16826 Eh
* net charge: -2

```
53
Properties=species:S:1:pos:R:3:forces:R:3:lowdin_charge:R:1
O -0.194541 -0.330227 5.509880 0.0 -0.1 0.8 0.074
C 0.425031 -0.280915 4.484585 -0.5 -0.1 -0.3 -0.553
O 1.086398 0.866277 4.161910 -0.5 0.4 0.2 0.062
C 0.520354 -1.435095 3.526056 1.0 0.3 -0.8 -0.189
C 1.212850 -1.118203 2.181014 -0.6 -0.4 0.0 -0.248
Ga -0.019936 -0.707236 0.617301 0.2 1.0 0.0 0.380
P 0.051648 -2.656621 -0.809050 0.2 0.2 0.8 0.171
S 1.715091 -3.749164 -0.651517 0.2 -0.3 -0.2 -0.134
C 0.767552 0.839756 -0.467559 0.1 0.4 -0.5 -0.796
O 0.055791 1.807889 -0.864091 -0.2 -0.1 0.2 -0.181
O 2.000029 0.714430 -0.687670 0.1 -0.1 0.2 -0.175
C -1.988205 -0.489093 1.133468 0.0 -0.4 -0.2 -0.214
C -2.464430 0.087396 2.314539 -0.1 0.1 0.1 -0.126
C -3.822296 0.185624 2.606506 -0.3 -0.1 -0.2 -0.121
C -4.772714 -0.306137 1.713396 0.5 0.1 0.1 -0.137
C -4.330739 -0.868677 0.524371 0.2 -0.2 -0.2 -0.120
C -2.968988 -0.959480 0.245780 -0.1 0.2 0.4 -0.137
H 0.817127 1.118366 3.265851 0.6 -0.2 -0.3 0.106
H 1.115382 -2.186273 4.051837 -0.1 -0.1 0.3 0.113
H -0.473034 -1.845864 3.373649 -0.2 0.0 0.2 0.100
H 1.799426 -1.984238 1.877556 0.0 -0.1 -0.1 0.016
H 1.934442 -0.314827 2.280321 0.1 0.1 0.0 0.041
H -1.050955 -3.472567 -0.438189 -0.1 0.0 -0.5 -0.112
H -0.234820 -2.297496 -2.147691 -0.2 -0.3 0.0 -0.098
H -1.767120 0.485134 3.045234 0.0 0.0 0.0 0.080
H -4.175048 0.626826 3.531248 0.2 0.1 0.1 0.084
H -5.822976 -0.246032 1.960190 -0.1 0.0 -0.1 0.077
H -5.029641 -1.271534 -0.198620 -0.2 0.1 0.0 0.085
H -2.658847 -1.406140 -0.689716 0.0 -0.1 -0.1 0.070
C -4.506288 3.668268 -2.190384 0.0 0.0 0.0 -0.384
O -4.526598 2.463436 -2.329610 0.0 0.0 0.0 0.015
N -3.573899 4.377069 -1.528347 0.1 0.2 0.1 -0.197
C -3.662319 5.814001 -1.431780 0.1 -0.2 0.0 -0.088
C -2.435975 3.706718 -0.883904 -0.3 -0.3 -0.2 -0.024
H -5.298360 4.316029 -2.620499 0.0 0.0 0.0 0.118
H -2.779260 6.276918 -1.880567 0.0 0.1 0.0 0.084
H -3.721864 6.119003 -0.383176 0.0 0.1 0.0 0.083
H -4.550317 6.172541 -1.952687 0.0 0.0 0.0 0.069
H -1.847619 3.143186 -1.605807 0.1 -0.1 0.1 0.076
H -2.798972 3.004160 -0.134964 0.1 -0.1 0.0 0.094
H -1.801944 4.450346 -0.409108 0.0 0.0 0.0 0.083
C 5.593845 -2.765711 -0.863307 -0.3 0.1 0.3 -0.358
O 5.389258 -3.797701 -0.260981 0.3 -0.2 -0.1 -0.006
N 5.802621 -2.684982 -2.195919 0.2 0.1 -0.1 -0.201
C 6.036382 -1.422508 -2.859488 -0.1 -0.2 -0.1 -0.067
C 5.770238 -3.908023 -2.971092 -0.1 0.0 0.2 -0.056
H 5.615824 -1.785725 -0.359302 0.0 0.0 -0.1 0.137
H 5.259506 -1.238516 -3.604523 0.0 0.1 0.0 0.091
H 7.012400 -1.431079 -3.356953 0.0 0.1 0.0 0.077
H 6.015516 -0.613432 -2.133197 -0.1 0.0 0.0 0.084
H 4.797996 -4.391277 -2.859903 0.0 0.0 0.0 0.090
H 6.537046 -4.599942 -2.614606 0.0 0.0 0.0 0.082
H 5.945952 -3.678655 -4.020486 0.0 0.0 0.0 0.077
```
Forces are in eV/Å.